(1)
Entry from OMol25: C27H26IrN2O4S5 as an isolated structure (ωB97M-V/def2-TZVPD).

Element x y z (Å)
Ir -0.630 0.331 -0.228
C 5.195 -1.332 4.743
C 3.790 -0.997 4.355
C 3.123 0.078 4.937
C 1.853 0.435 4.519
C 1.238 -0.304 3.526
C 1.863 -1.399 2.956
C 3.131 -1.748 3.382
S -0.271 0.315 2.816
O -1.002 -0.740 2.140
O -0.956 1.182 3.723
N 0.374 1.146 1.541
C 0.177 2.447 1.254
C 0.214 3.510 2.163
C 0.161 4.787 1.653
C 0.046 4.981 0.277
C -0.070 3.877 -0.547
N 0.014 2.642 -0.074
H 5.616 -0.571 5.394
H 5.825 -1.426 3.859
H 5.229 -2.285 5.268
H 3.607 0.649 5.714
H 1.330 1.278 4.943
H 1.349 -1.952 2.185
H 3.628 -2.606 2.952
H 0.253 3.288 3.215
H 0.209 5.634 2.316
H 0.034 5.971 -0.146
H -0.201 3.977 -1.616
C 3.738 -0.303 -2.192
S 2.530 0.890 -1.498
C 3.365 1.166 0.109
O 1.356 -0.011 -1.210
H 4.113 -0.974 -1.428
H 4.552 0.239 -2.658
H 3.210 -0.878 -2.946
H 4.160 1.890 -0.027
H 3.756 0.242 0.518
H 2.624 1.573 0.788
O -2.569 -0.086 -0.577
C -2.852 -0.796 -1.720
C -2.507 -2.257 -1.494
C -3.042 -3.378 -2.061
C -2.374 -4.547 -1.645
C -1.363 -4.290 -0.771
S -1.219 -2.611 -0.402
C -4.324 -0.705 -2.007
C -4.975 -0.619 -3.204
C -6.369 -0.523 -3.038
C -6.745 -0.565 -1.726
S -5.413 -0.701 -0.662
C -1.999 -0.241 -2.846
C -1.150 -0.880 -3.706
C -0.565 0.001 -4.640
C -0.964 1.289 -4.470
S -2.074 1.468 -3.173
H -3.868 -3.377 -2.748
H -2.632 -5.533 -1.988
H -0.706 -4.994 -0.301
H -4.477 -0.624 -4.158
H -7.061 -0.408 -3.853
H -7.740 -0.516 -1.328
H -0.964 -1.939 -3.692
H 0.121 -0.313 -5.406
H -0.699 2.144 -5.060

Results
energy above the lowest of the compared OMol25 structures with the same formula, charge and spin = 19.05 kcal per mole
HOMO level (alpha / beta) = -10.701 / -10.696 eV
spin multiplicity = 5
gap between HOMO and LUMO (alpha / beta) = 8.5408 / 5.6162 eV
net charge = +1
⟨S²⟩ = 6.01
LUMO energy (alpha / beta) = -0.0794 / -0.1867 Eh

(2)
Entry from OMol25: one molecule with the formula C5H11NO (ωB97M-V/def2-TZVPD).

Element x y z (Å)
C 1.147 -1.730 -1.748
C 1.585 -1.085 -0.667
C 1.478 0.401 -0.455
C 0.039 0.867 -0.277
N -0.523 0.367 0.969
C -1.922 0.664 1.117
O -2.430 0.180 2.335
H 1.117 -2.809 -1.783
H 0.842 -1.199 -2.645
H 2.153 -1.655 0.063
H 1.916 0.946 -1.299
H 2.067 0.679 0.416
H -0.567 0.542 -1.139
H 0.005 1.957 -0.264
H -0.418 -0.640 0.999
H -2.085 1.744 1.056
H -2.525 0.216 0.311
H -1.880 0.554 3.013

Results
energy above the lowest of the compared OMol25 structures with the same formula, charge and spin = 43.07 kcal per mole
HOMO level = -9.176 eV
SMILES = C=CCCNCO
gap between HOMO and LUMO = 10.2806 eV
LUMO energy = 0.0406 Eh

(3)
Entry from OMol25: C49H44BrKNO5S as an isolated structure (ωB97M-V/def2-TZVPD).

Element x y z (Å)
K 1.599 -0.417 0.150
C -5.373 1.802 1.794
C -4.127 2.617 1.633
C -4.485 4.112 1.777
O -3.558 2.389 0.331
C -2.517 1.349 0.429
C -2.136 1.362 1.920
O -3.087 2.240 2.567
C -1.967 -0.183 2.787
O -0.937 -0.829 2.241
C -1.617 0.329 4.306
C -0.365 0.030 4.875
C -0.052 0.396 6.163
C -0.855 1.284 6.876
C -2.034 1.697 6.297
C -2.472 1.163 5.079
C -3.225 -1.064 2.735
C -3.268 -1.927 1.617
C -4.313 -2.816 1.410
C -5.324 -2.967 2.367
C -5.283 -2.125 3.474
C -4.296 -1.165 3.643
C -1.438 1.685 -0.706
O -0.344 0.920 -0.375
C -2.036 1.317 -2.087
C -1.855 0.013 -2.583
C -2.262 -0.355 -3.842
C -3.056 0.538 -4.580
C -3.291 1.813 -4.104
C -2.843 2.185 -2.809
C -1.068 3.194 -0.731
C -1.212 3.972 0.469
C -0.568 5.194 0.604
C 0.246 5.639 -0.412
C 0.261 4.994 -1.653
C -0.271 3.722 -1.780
H -6.076 2.091 0.997
H -5.844 2.034 2.777
H -5.180 0.742 1.633
H -4.465 4.654 0.822
H -3.756 4.636 2.424
H -5.480 4.242 2.235
H -2.993 0.433 0.023
H -1.067 1.622 2.030
H 0.330 -0.563 4.344
H 0.897 -0.015 6.529
H -0.527 1.660 7.839
H -2.652 2.425 6.792
H -3.490 1.418 4.714
H -2.522 -1.918 0.794
H -4.326 -3.380 0.490
H -6.100 -3.741 2.287
H -5.995 -2.289 4.278
H -4.287 -0.502 4.500
H -1.265 -0.613 -1.886
H -1.979 -1.311 -4.302
H -3.434 0.161 -5.521
H -3.841 2.502 -4.759
H -3.132 3.152 -2.380
H -1.810 3.577 1.306
H -0.770 5.788 1.513
H 0.768 6.558 -0.353
H 0.823 5.407 -2.487
H -0.067 3.112 -2.629
C 1.310 -5.497 -0.150
C 2.146 -4.511 0.669
C 3.551 -4.738 0.964
C 4.203 -3.879 1.842
C 3.397 -2.880 2.457
Br 4.126 -1.947 3.912
N 2.165 -2.550 2.090
C 1.500 -3.430 1.288
H 0.307 -5.081 -0.396
H 1.220 -6.449 0.403
H 1.776 -5.742 -1.165
H 4.007 -5.642 0.575
H 5.220 -4.054 2.193
H 0.395 -3.252 1.194
O 4.401 0.688 -1.718
S 5.078 -0.631 -2.046
C 6.343 -0.185 -3.262
C 6.805 1.093 -3.456
C 7.932 1.291 -4.270
C 8.619 0.201 -4.803
C 8.149 -1.056 -4.560
C 7.032 -1.273 -3.760
C 3.865 -1.462 -3.084
C 3.892 -2.858 -3.102
C 2.795 -3.512 -3.655
C 1.701 -2.818 -4.134
C 1.650 -1.421 -4.052
C 2.742 -0.725 -3.554
H 6.290 1.917 -2.991
H 8.335 2.254 -4.473
H 9.487 0.362 -5.446
H 8.684 -1.911 -4.959
H 6.604 -2.307 -3.614
H 4.754 -3.420 -2.727
H 2.745 -4.613 -3.634
H 0.868 -3.390 -4.509
H 0.818 -0.900 -4.500
H 2.760 0.332 -3.464

Results
energy above the lowest of the compared OMol25 structures with the same formula, charge and spin = 49.09 kcal per mole
HOMO level = -3.456 eV
gap between HOMO and LUMO = 4.9345 eV
net charge = -1
LUMO energy = 0.0543 Eh

(4)
Entry from OMol25: C2H2O6Rb as an isolated structure (ωB97M-V/def2-TZVPD).

Element x y z (Å)
Rb -10.516 -4.728 -2.084
O -5.698 -5.792 1.407
C -6.250 -5.652 0.279
O -7.104 -6.493 0.056
O -5.987 -4.716 -0.491
H -6.225 -6.593 1.442
O -8.592 -9.032 -4.523
C -7.759 -8.036 -4.980
O -8.173 -6.888 -5.136
O -6.524 -8.280 -5.113
H -7.990 -9.772 -4.631

Results
energy above the lowest of the compared OMol25 structures with the same formula, charge and spin = 94.08 kcal per mole
HOMO level = -3.771 eV
gap between HOMO and LUMO = 4.2952 eV
net charge = -1
LUMO energy = 0.0193 Eh

(5)
Entry from OMol25: a 14-piece molecular cluster, C83H76Cl2F13NOPS overall (ωB97M-V/def2-TZVPD).

Element x y z (Å)
C -1.390 1.994 -1.995
C -0.119 2.168 -0.997
Cl -0.469 3.574 0.138
C 0.304 0.811 -0.237
Cl -0.960 -0.504 -0.607
S 0.301 0.962 1.639
C 1.898 1.671 2.270
C 1.499 2.605 3.536
O 0.760 3.590 3.260
P 0.078 -1.107 2.321
N 1.003 -1.351 3.609
H -1.191 1.228 -2.817
H -1.503 3.009 -2.522
H -2.352 1.804 -1.416
H 0.751 2.471 -1.693
H 1.339 0.452 -0.546
H 2.660 0.860 2.538
H 2.405 2.381 1.513
H 1.869 2.424 4.603
H -1.335 -1.260 2.595
H 0.493 -2.054 1.301
H 1.646 -2.116 3.314
F 1.598 -3.917 1.829
C 0.735 -4.956 1.863
C 1.006 -6.039 2.684
C 0.115 -7.106 2.722
C -1.031 -7.083 1.930
C -1.290 -5.993 1.105
C -0.404 -4.920 1.075
H 1.907 -6.043 3.287
H 0.312 -7.956 3.368
H -1.722 -7.917 1.957
H -2.181 -5.978 0.486
H -0.594 -4.058 0.444
F 0.493 -9.770 4.092
C 1.618 -9.936 4.811
C 2.831 -9.523 4.282
C 3.994 -9.690 5.026
C 3.932 -10.278 6.287
C 2.709 -10.694 6.806
C 1.544 -10.517 6.067
H 2.860 -9.074 3.295
H 4.947 -9.363 4.625
H 4.840 -10.412 6.865
H 2.663 -11.155 7.786
H 0.582 -10.827 6.459
F 2.974 4.755 -2.790
C 2.031 4.841 -3.747
C 2.392 4.696 -5.076
C 1.414 4.781 -6.062
C 0.088 5.021 -5.706
C -0.261 5.170 -4.367
C 0.716 5.075 -3.381
H 3.430 4.517 -5.335
H 1.684 4.661 -7.105
H -0.673 5.092 -6.476
H -1.293 5.362 -4.092
H 0.462 5.180 -2.332
F 4.917 -13.656 4.748
C 4.390 -13.790 3.521
C 3.278 -13.039 3.172
C 2.735 -13.174 1.899
C 3.303 -14.066 0.993
C 4.416 -14.818 1.356
C 4.967 -14.676 2.625
H 2.845 -12.357 3.894
H 1.869 -12.586 1.614
H 2.875 -14.175 0.001
H 4.855 -15.516 0.650
H 5.839 -15.247 2.922
F -3.551 -7.823 3.202
C -4.578 -6.961 3.292
C -4.346 -5.605 3.127
C -5.410 -4.714 3.215
C -6.693 -5.188 3.478
C -6.914 -6.552 3.648
C -5.851 -7.445 3.549
H -3.339 -5.253 2.931
H -5.241 -3.651 3.079
H -7.522 -4.492 3.551
H -7.913 -6.920 3.857
H -6.006 -8.510 3.669
F -9.853 -7.315 4.519
C -10.883 -6.455 4.610
C -10.653 -5.098 4.445
C -11.720 -4.209 4.534
C -13.001 -4.687 4.797
C -13.218 -6.051 4.966
C -12.154 -6.941 4.866
H -9.648 -4.744 4.249
H -11.552 -3.146 4.399
H -13.832 -3.992 4.871
H -14.216 -6.421 5.175
H -12.307 -8.007 4.986
F 6.714 6.528 2.283
C 6.162 6.626 1.065
C 6.715 7.489 0.133
C 6.145 7.586 -1.132
C 5.021 6.826 -1.448
C 4.470 5.966 -0.502
C 5.046 5.861 0.759
H 7.585 8.078 0.399
H 6.576 8.252 -1.872
H 4.574 6.906 -2.433
H 3.593 5.379 -0.748
H 4.635 5.189 1.505
F -2.119 0.510 6.756
C -1.898 1.834 6.791
C -1.309 2.454 5.700
C -1.084 3.826 5.732
C -1.442 4.561 6.860
C -2.028 3.927 7.951
C -2.264 2.556 7.915
H -1.030 1.863 4.834
H -0.631 4.321 4.882
H -1.262 5.631 6.886
H -2.303 4.500 8.831
H -2.727 2.048 8.752
F 5.513 7.123 -6.916
C 6.628 6.931 -6.192
C 7.850 7.338 -6.705
C 9.004 7.144 -5.955
C 8.926 6.537 -4.704
C 7.695 6.128 -4.200
C 6.538 6.331 -4.946
H 7.892 7.802 -7.684
H 9.964 7.466 -6.344
H 9.828 6.382 -4.121
H 7.637 5.651 -3.227
H 5.569 6.027 -4.566
F -3.747 3.143 -2.380
C -4.425 4.265 -2.068
C -5.550 4.606 -2.801
C -6.253 5.762 -2.476
C -5.814 6.569 -1.429
C -4.679 6.219 -0.703
C -3.983 5.058 -1.020
H -5.871 3.970 -3.617
H -7.138 6.034 -3.037
H -6.360 7.473 -1.179
H -4.337 6.851 0.110
H -3.103 4.765 -0.460
F 2.260 5.468 -9.201
C 3.404 5.385 -9.904
C 3.607 4.305 -10.749
C 4.787 4.222 -11.479
C 5.756 5.214 -11.348
C 5.543 6.291 -10.493
C 4.358 6.381 -9.771
H 2.845 3.539 -10.831
H 4.953 3.385 -12.149
H 6.679 5.146 -11.916
H 6.300 7.061 -10.389
H 4.172 7.216 -9.107
F 9.008 3.788 -0.630
C 8.710 3.247 0.561
C 7.476 3.507 1.137
C 7.165 2.943 2.370
C 8.095 2.134 3.018
C 9.333 1.884 2.432
C 9.641 2.439 1.194
H 6.769 4.146 0.623
H 6.199 3.135 2.826
H 7.853 1.698 3.982
H 10.058 1.257 2.940
H 10.596 2.247 0.720
F -9.155 4.993 -2.859
C -9.679 4.888 -4.092
C -10.782 5.656 -4.430
C -11.321 5.551 -5.708
C -10.758 4.671 -6.629
C -9.654 3.901 -6.277
C -9.107 4.014 -5.003
H -11.211 6.330 -3.698
H -12.180 6.153 -5.986
H -11.183 4.587 -7.625
H -9.219 3.213 -6.994
H -8.242 3.428 -4.714

Results
energy above the lowest of the compared OMol25 structures with the same formula, charge and spin = 0.00 kcal per mole
HOMO level = -10.210 eV
gap between HOMO and LUMO = 6.4018 eV
net charge = +1
LUMO energy = -0.1399 Eh

(6)
Entry from OMol25: one molecule with the formula C4H4O3 (ωB97M-V/def2-TZVPD).

Element x y z (Å)
O -1.420 1.577 0.984
C -0.969 1.169 -0.054
C -0.032 -0.020 -0.141
C 1.380 0.302 -0.534
O 1.872 1.386 -0.339
C -0.302 -1.227 0.645
O -0.580 -1.181 -0.747
H -1.224 1.628 -1.028
H 1.924 -0.531 -1.024
H 0.519 -1.882 0.935
H -1.169 -1.220 1.303

Results
energy above the lowest of the compared OMol25 structures with the same formula, charge and spin = 53.18 kcal per mole
HOMO level = -10.190 eV
SMILES = O=CC1(C=O)CO1
gap between HOMO and LUMO = 10.5887 eV
LUMO energy = 0.0146 Eh

(7)
Entry from OMol25: C24H29MnN5O3 as an isolated structure (ωB97M-V/def2-TZVPD).

Element x y z (Å)
N 2.381 -2.613 1.803
C 3.037 -3.473 2.208
C 3.864 -4.442 2.871
H 4.905 -4.348 2.538
H 3.536 -5.460 2.639
H 3.751 -4.220 3.938
N -4.042 0.873 -0.010
C -5.032 0.358 0.275
C -6.318 -0.189 0.645
H -6.375 -1.274 0.463
H -7.100 0.295 0.037
H -6.440 0.023 1.718
N 1.032 3.210 -1.640
C 1.711 3.920 -2.266
C 2.586 4.713 -3.139
H 2.425 5.804 -3.030
H 2.397 4.407 -4.182
H 3.638 4.452 -2.931
Mn -0.145 -1.655 -1.861
C -1.301 2.041 0.404
O -2.102 2.814 0.177
C -0.366 -1.261 0.489
O -0.665 -1.194 1.595
C -0.052 -3.612 -2.628
C 1.101 -2.864 -3.006
C 0.979 -1.550 -3.574
C -0.324 -0.907 -3.703
C -1.462 -1.769 -3.469
C -1.332 -3.069 -2.906
H 0.026 -4.562 -2.118
H 2.083 -3.309 -2.856
H 1.887 -0.967 -3.733
H -0.438 0.179 -3.814
H -2.464 -1.392 -3.664
H -2.223 -3.667 -2.757
C 1.426 2.019 7.066
C 1.296 3.293 6.250
N 1.466 3.060 4.813
C 0.887 4.093 3.917
C 1.876 4.894 3.081
C 2.637 2.421 4.404
O 3.629 2.325 5.123
C 2.604 1.817 3.035
C 3.800 1.617 2.323
C 3.719 1.087 1.043
C 2.440 0.729 0.554
N 1.336 0.904 1.248
C 1.383 1.376 2.484
H 0.801 1.218 6.651
H 1.093 2.230 8.087
H 2.469 1.689 7.095
H 0.292 3.727 6.353
H 2.040 4.028 6.601
H 0.197 3.572 3.235
H 0.297 4.762 4.563
H 2.404 4.285 2.341
H 1.323 5.646 2.512
H 2.606 5.389 3.730
H 4.750 1.901 2.772
H 4.582 0.948 0.395
H 2.314 0.290 -0.441
H 0.453 1.418 3.051

Results
HOMO level (alpha / beta) = -19.911 / -19.909 eV
spin multiplicity = 4
gap between HOMO and LUMO (alpha / beta) = 5.7842 / 3.9576 eV
net charge = +4
⟨S²⟩ = 3.81
LUMO energy (alpha / beta) = -0.5192 / -0.5862 Eh

(8)
Entry from OMol25: a 2-piece molecular cluster, C4H9NO overall (ωB97M-V/def2-TZVPD).

Element x y z (Å)
C 0.900 -2.004 1.414
C 0.179 -1.942 0.307
O -1.184 -1.798 0.394
H 1.974 -1.949 1.378
H 0.438 -2.079 2.389
H 0.569 -2.087 -0.694
H -1.520 -1.499 -0.463
C -1.365 1.562 -0.096
N -0.685 1.440 -1.148
C 0.742 1.732 -1.050
H -2.433 1.385 -0.188
H -0.939 1.808 0.881
H 0.970 2.443 -0.254
H 1.309 0.818 -0.877
H 1.048 2.171 -1.994

Results
energy above the lowest of the compared OMol25 structures with the same formula, charge and spin = 63.77 kcal per mole
HOMO level = -9.050 eV
SMILES = C=CO.C=NC
gap between HOMO and LUMO = 10.0552 eV
LUMO energy = 0.0369 Eh